ORCA calculation (ωB97M-V with the def2-TZVPD basis set) on one molecule with the formula C3H6N2O2.

## Properties
**M**: 102.09 Da
**ΔE to the lowest compared entry with this formula, charge and spin**: 2.4256 eV
**Net charge**: 0

Bonds (Å) are listed after each position.
CARTESIAN COORDINATES (ANGSTROEM)
1 N -1.3064 0.8217 -0.2908  C2 1.376, H8 1.010, H9 1.019
2 C -1.0126 -0.2254 0.5520  N1 1.376, O3 1.365, C4 1.343
3 O -2.1368 -0.8743 0.9733  C2 1.365, H11 0.966
4 C 0.2015 -0.6319 0.9577  C2 1.343, O5 1.399, H10 1.082
5 O 1.4013 0.0716 0.8050  C4 1.399, C6 1.333
6 C 1.8644 0.4103 -0.3981  O5 1.333, N7 1.270, H12 1.094
7 N 1.2459 0.2365 -1.4934  C6 1.270, H13 1.016
8 H -2.2875 0.8381 -0.5296  N1 1.010
9 H -0.6909 0.8192 -1.1030  N1 1.019
10 H 0.3311 -1.5526 1.5110  C4 1.082
11 H -1.9195 -1.3732 1.7710  O3 0.966
12 H 2.8538 0.8627 -0.2817  C6 1.094
13 H 1.8137 0.5734 -2.2656  N7 1.016